[1]
53
Properties=species:S:1:pos:R:3 method="wB97M-V/def2-TZVPD" spin_multiplicity=3 e_homo_ha="0.0003 / -0.0460" e_lumo_ev="4.41 / 4.41" charge=-2 s2=2.0513 e_above_lowest_kcal_mol=0.0 mol_weight_g_mol=690.28
Au -2.40 -0.08 -1.82
Cl -4.06 -3.60 4.66
C -3.35 -2.72 3.37
C -2.56 -1.58 3.66
C -1.82 -0.93 2.70
C -1.76 -1.46 1.38
O -0.91 -0.99 0.55
C -2.70 -2.50 1.05
C -2.82 -3.04 -0.30
O -2.28 -2.62 -1.32
C -3.51 -3.09 2.04
H -2.49 -1.29 4.71
H -1.26 -0.04 2.97
H -3.49 -3.92 -0.34
H -4.21 -3.89 1.78
C -3.11 1.30 -0.66
C -2.74 2.17 0.35
C -3.72 2.66 1.32
C -3.32 3.36 2.45
C -1.96 3.75 2.65
C -1.03 3.34 1.67
C -1.39 2.62 0.55
H -4.76 2.42 1.12
H -4.08 3.59 3.20
H -1.69 4.31 3.54
H 0.04 3.57 1.77
H -0.66 2.34 -0.23
Cl -0.85 1.75 -4.39
Si -1.34 -0.21 -3.91
Cl 0.42 -1.34 -3.95
Cl -2.71 -1.09 -5.15
C 5.12 -0.76 -0.39
C 4.41 -0.90 -1.74
N 3.15 -0.17 -1.79
C 3.15 1.22 -2.23
C 3.55 2.24 -1.16
C 2.02 -0.57 -1.09
C 1.94 -2.06 -0.87
N 1.12 0.27 -0.75
H 5.82 -1.62 -0.28
H 4.41 -0.83 0.43
H 5.70 0.15 -0.30
H 4.22 -1.96 -1.95
H 5.03 -0.47 -2.54
H 2.09 1.38 -2.50
H 3.76 1.31 -3.13
H 2.94 2.11 -0.27
H 3.46 3.25 -1.51
H 4.57 2.10 -0.83
H 2.15 -2.66 -1.75
H 0.91 -2.26 -0.52
H 2.64 -2.36 -0.06
H 0.37 -0.18 -0.23



[2]
57
Properties=species:S:1:pos:R:3 method="wB97M-V/def2-TZVPD" spin_multiplicity=2 e_homo_ha="-0.4928 / -0.4925" e_lumo_ev="-6.15 / -9.09" charge=+2 s2=0.7551 e_above_lowest_kcal_mol=16.6 mol_weight_g_mol=859.44
Ir -0.05 -1.30 0.60
N -1.81 -0.97 1.67
C -1.55 -1.04 3.14
C -0.60 -2.18 3.41
N 0.57 -1.99 2.51
H -2.04 0.01 1.40
H -2.56 -1.60 1.41
H -2.49 -1.16 3.68
H -1.10 -0.09 3.43
H -1.06 -3.14 3.15
H -0.30 -2.22 4.45
H 1.15 -2.82 2.49
H 1.15 -1.22 2.84
Br 3.30 1.35 1.44
C 1.73 2.29 0.98
C 1.86 3.62 0.55
C 0.75 4.33 0.18
Br 0.97 6.10 -0.44
C -0.54 3.73 0.25
C -1.72 4.41 -0.11
C -2.93 3.77 -0.01
C -2.95 2.45 0.46
N -1.86 1.78 0.80
C -0.65 2.40 0.70
C 0.52 1.65 1.05
O 0.45 0.41 1.56
H 2.84 4.08 0.52
H -1.67 5.44 -0.45
H -3.85 4.27 -0.26
H -3.89 1.92 0.56
Br -3.03 -3.40 -0.11
C -1.29 -4.09 -0.32
C -1.17 -5.41 -0.71
C 0.09 -5.93 -0.95
C 1.19 -5.09 -0.83
C 0.99 -3.79 -0.43
N -0.24 -3.29 -0.14
C 2.15 -2.83 -0.39
O 3.25 -3.17 -0.71
O 1.84 -1.61 0.01
H -2.06 -6.01 -0.82
H 0.20 -6.96 -1.25
H 2.20 -5.41 -1.05
C 2.70 1.41 -2.26
N 1.59 0.59 -1.75
C 0.30 0.76 -1.93
S -0.79 -0.54 -1.34
N -0.32 1.72 -2.58
C 0.22 2.91 -3.25
H 3.60 1.06 -1.76
H 2.56 2.46 -2.02
H 2.81 1.27 -3.33
H 1.86 -0.20 -1.17
H -1.33 1.65 -2.57
H 1.01 2.64 -3.94
H 0.58 3.63 -2.52
H -0.59 3.35 -3.82



[3]
52
Properties=species:S:1:pos:R:3 method="wB97M-V/def2-TZVPD" spin_multiplicity=1 e_homo_ha="-0.2420 / -0.2420" e_lumo_ev="-0.72 / -0.72" e_above_lowest_kcal_mol=33.3 mol_weight_g_mol=826.55
Pd 0.19 0.28 1.10
Se -1.47 0.99 2.90
Se -1.12 3.05 1.96
Se 1.20 3.43 1.49
Se 2.02 1.77 0.10
Br 0.21 -2.46 2.27
C 1.48 -1.40 3.18
C 2.27 -1.97 4.16
C 3.17 -1.14 4.81
C 3.25 0.20 4.44
C 2.42 0.67 3.44
N 1.55 -0.12 2.82
H 2.16 -3.01 4.41
H 3.81 -1.54 5.59
H 3.95 0.87 4.93
H 2.44 1.70 3.12
C 4.24 -2.32 -1.08
C 3.58 -1.80 0.18
O 2.25 -1.35 -0.04
H 5.26 -2.64 -0.87
H 4.26 -1.55 -1.84
H 3.69 -3.18 -1.47
H 4.12 -0.93 0.56
H 3.59 -2.57 0.96
H 1.80 -1.98 -0.62
C -1.17 -1.78 -1.32
P -1.15 -0.06 -0.71
C -2.94 0.22 -0.47
C -3.57 -0.45 0.58
C -4.93 -0.31 0.78
C -5.68 0.51 -0.06
C -5.06 1.17 -1.11
C -3.69 1.03 -1.32
C -0.77 0.94 -2.17
C -0.63 0.41 -3.45
C -0.32 1.24 -4.52
C -0.17 2.60 -4.32
C -0.32 3.14 -3.04
C -0.61 2.31 -1.97
H -1.95 -1.89 -2.07
H -1.38 -2.45 -0.48
H -0.21 -2.05 -1.75
H -2.99 -1.07 1.25
H -5.41 -0.82 1.60
H -6.74 0.62 0.10
H -5.63 1.81 -1.77
H -3.21 1.55 -2.14
H -0.76 -0.65 -3.63
H -0.21 0.82 -5.51
H 0.07 3.25 -5.15
H -0.20 4.20 -2.88
H -0.72 2.72 -0.98



[4]
51
Properties=species:S:1:pos:R:3 method="wB97M-V/def2-TZVPD" spin_multiplicity=1 e_homo_ha=-0.2992 e_lumo_ev=0.67 smiles="O=C(c1cc(COc2ccc(F)cc2Cl)on1)N1CCN(C2CCCC2)CC1" e_above_lowest_kcal_mol=0.8 mol_weight_g_mol=407.87
O 1.08 1.45 -2.32
C 1.31 1.72 -1.15
C 0.18 2.02 -0.24
C -1.17 1.73 -0.58
C -1.88 2.19 0.49
C -3.33 2.11 0.83
O -3.63 0.88 1.49
C -3.16 -0.27 0.91
C -2.31 -1.06 1.69
C -1.80 -2.26 1.22
C -2.14 -2.66 -0.06
F -1.65 -3.81 -0.55
C -2.99 -1.91 -0.86
C -3.50 -0.72 -0.36
Cl -4.61 0.16 -1.36
O -1.03 2.70 1.40
N 0.23 2.60 0.94
N 2.57 1.74 -0.65
C 2.93 1.97 0.73
C 4.25 1.22 1.03
N 4.35 -0.05 0.35
C 3.57 -1.14 0.88
C 4.19 -2.50 0.48
C 3.09 -3.29 -0.22
C 1.81 -2.74 0.39
C 2.08 -1.24 0.47
C 4.37 0.13 -1.09
C 3.67 1.44 -1.53
H -1.52 1.27 -1.48
H -3.59 2.88 1.57
H -3.93 2.24 -0.07
H -2.07 -0.71 2.68
H -1.15 -2.87 1.82
H -3.25 -2.25 -1.85
H 2.13 1.61 1.38
H 3.05 3.04 0.92
H 5.10 1.83 0.72
H 4.33 1.06 2.11
H 3.62 -1.04 1.97
H 4.52 -3.03 1.38
H 5.06 -2.35 -0.15
H 3.10 -3.09 -1.29
H 3.19 -4.37 -0.08
H 0.92 -2.98 -0.20
H 1.67 -3.15 1.40
H 1.42 -0.74 1.17
H 1.93 -0.81 -0.52
H 5.41 0.16 -1.43
H 3.88 -0.72 -1.57
H 3.28 1.34 -2.54
H 4.38 2.27 -1.50



[5]
47
Properties=species:S:1:pos:R:3 method="wB97M-V/def2-TZVPD" spin_multiplicity=6 e_homo_ha="-0.3729 / -0.4971" e_lumo_ev="-7.64 / -11.27" charge=+2 s2=8.8106 e_above_lowest_kcal_mol=52.7 mol_weight_g_mol=519.09
C 0.17 0.65 -5.84
C 1.54 1.12 -5.57
C -0.08 -0.78 -6.10
C -0.96 1.57 -5.64
Cl -0.17 -0.35 -1.83
H -0.10 -1.03 -7.18
H -1.06 -1.11 -5.72
H 0.71 -1.43 -5.69
H 2.05 1.50 -6.48
H 2.20 0.32 -5.20
H 1.57 1.97 -4.86
H -1.26 2.08 -6.57
H -0.74 2.38 -4.92
H -1.87 1.04 -5.30
C 0.88 -1.34 1.76
C 0.98 -2.36 0.73
C 1.92 -1.91 -0.24
H 0.49 -3.33 0.79
C 2.24 -0.58 0.01
C 1.51 -0.15 1.19
H 1.49 0.81 1.69
H 0.46 -1.46 2.74
H 2.31 -2.54 -1.05
H 2.92 0.05 -0.55
C -1.68 0.75 1.16
C -1.78 -0.57 1.73
C -2.33 -1.43 0.71
H -1.50 -0.88 2.73
C -2.78 -0.60 -0.36
C -2.37 0.72 -0.10
H -2.55 1.59 -0.74
H -1.19 1.58 1.64
H -2.40 -2.51 0.77
H -3.32 -0.98 -1.23
Ir -0.34 -0.63 0.30
N 3.30 -0.74 6.76
C 2.39 -0.23 6.23
C 1.25 0.37 5.59
C 0.02 0.45 6.26
C -1.07 0.96 5.57
C -0.88 1.39 4.25
N 0.27 1.23 3.60
C 1.33 0.75 4.25
H -0.08 0.08 7.28
H -2.07 1.03 6.00
H -1.69 1.89 3.71
H 2.27 0.66 3.69



[6]
62
Properties=species:S:1:pos:R:3 method="wB97M-V/def2-TZVPD" spin_multiplicity=6 e_homo_ha="-0.1750 / -0.1868" e_lumo_ev="2.63 / 1.59" charge=-1 s2=8.7988 e_above_lowest_kcal_mol=8.4 mol_weight_g_mol=709.96
Ru 0.35 -0.30 -1.31
N -0.35 2.01 1.53
C 0.71 1.49 2.45
C 1.11 2.58 3.43
P 2.12 0.81 1.48
O 3.09 2.10 1.42
O 2.74 -0.31 2.22
O 1.66 0.61 0.04
P -0.19 0.07 3.26
O 0.90 -0.49 4.29
O -1.34 0.70 3.98
O -0.42 -0.87 2.13
H -0.12 2.82 0.95
H -1.17 2.23 2.11
H -0.65 1.30 0.84
H 1.50 3.46 2.92
H 1.89 2.20 4.09
H 0.25 2.84 4.05
H 3.80 1.96 0.78
H 1.69 -0.70 3.76
C -1.91 -3.51 1.75
N -2.56 -2.31 1.23
C -3.40 -1.50 1.96
C -3.54 -0.35 1.27
N -2.75 -0.47 0.13
C -2.13 -1.66 0.14
S -1.00 -2.33 -0.96
C -2.68 0.59 -0.84
C -3.85 1.08 -1.33
C -3.76 2.14 -2.28
C -2.58 2.70 -2.56
C -1.33 2.31 -1.82
N -1.43 1.04 -1.12
H -2.38 -3.77 2.69
H -0.86 -3.28 1.91
H -2.02 -4.33 1.04
H -3.78 -1.79 2.92
H -4.08 0.54 1.49
H -4.79 0.61 -1.06
H -4.65 2.48 -2.79
H -2.47 3.48 -3.31
H -0.23 3.81 -1.31
O 0.67 3.15 -2.83
C -0.17 2.27 -2.84
O -0.98 3.36 -0.88
C -0.16 1.15 -3.89
O -0.51 1.42 -5.02
O 0.27 0.03 -3.44
Cl 4.93 -0.49 -0.46
C 3.77 -1.70 -0.95
C 3.53 -2.75 -0.10
C 2.65 -3.76 -0.49
C 2.01 -3.70 -1.72
C 2.22 -2.62 -2.55
C 3.10 -1.56 -2.20
C 3.25 -0.45 -3.03
H 4.02 -2.78 0.86
H 2.46 -4.59 0.19
H 1.31 -4.47 -2.02
H 1.68 -2.53 -3.49
H 2.68 -0.37 -3.94
H 3.90 0.37 -2.75



[7]
65
Properties=species:S:1:pos:R:3 method="wB97M-V/def2-TZVPD" spin_multiplicity=1 e_homo_ha=-0.3505 e_lumo_ev=-0.97 smiles="CCOC[C@]1(CCC(F)=C(F)F)OC(=O)O[C@]1(O)C(F)(F)C(F)F.CCOC(=O)C(F)(F)F.CCOC(=O)C(F)(F)F" mol_weight_g_mol=654.37
C 1.51 0.27 -4.24
C 2.78 0.36 -3.16
O 2.50 1.57 -2.34
C 2.58 1.19 -0.92
C 2.22 2.40 0.14
C 2.31 1.59 1.59
C 2.00 2.53 2.89
C 0.59 2.00 3.60
F 0.53 0.74 4.43
C -0.63 2.83 3.33
F -1.84 2.20 2.74
F -0.56 4.29 3.63
O 0.75 2.71 0.11
C 0.59 4.18 0.19
O -0.61 4.77 0.11
O 1.96 4.77 0.32
C 3.08 3.79 0.12
O 4.24 3.93 1.06
C 3.74 4.34 -1.28
F 4.49 5.60 -0.91
F 4.79 3.40 -1.76
C 2.66 4.78 -2.43
F 3.33 4.64 -3.78
F 2.19 6.18 -2.30
H 0.58 -0.10 -3.59
H 1.29 1.36 -4.62
H 1.77 -0.50 -5.08
H 3.81 0.49 -3.69
H 2.84 -0.61 -2.49
H 3.59 0.66 -0.62
H 1.74 0.36 -0.76
H 1.45 0.77 1.55
H 3.33 0.99 1.65
H 2.85 2.27 3.69
H 2.02 3.68 2.70
H 4.75 3.05 0.94
H 1.70 4.08 -2.48
C -5.09 -1.75 -1.69
C -4.27 -0.69 -0.98
O -2.92 -1.15 -0.78
C -2.08 -1.03 -1.86
O -2.41 -0.58 -2.95
C -0.67 -1.51 -1.49
F -0.68 -2.69 -0.81
F -0.02 -0.62 -0.70
F 0.12 -1.71 -2.58
H -5.05 -2.70 -1.15
H -6.13 -1.43 -1.78
H -4.71 -1.94 -2.70
H -4.69 -0.50 0.01
H -4.28 0.26 -1.52
C -0.46 -5.73 1.82
C -1.66 -6.46 2.41
O -2.57 -5.53 3.01
C -3.43 -4.89 2.15
O -3.45 -5.08 0.93
C -4.38 -3.98 2.92
F -3.73 -3.22 3.86
F -5.34 -4.67 3.59
F -5.04 -3.09 2.12
H 0.01 -5.10 2.57
H 0.27 -6.44 1.43
H -0.77 -5.07 1.00
H -1.32 -7.13 3.20
H -2.16 -7.08 1.66



[8]
57
Properties=species:S:1:pos:R:3 method="wB97M-V/def2-TZVPD" spin_multiplicity=2 e_homo_ha="-0.4936 / -0.4936" e_lumo_ev="-8.80 / -8.91" charge=+2 s2=1.2065 e_above_lowest_kcal_mol=0.0 mol_weight_g_mol=644.91
Mn 0.31 -0.17 -0.07
C -1.82 -2.38 3.09
C -0.70 -1.42 3.45
S -0.27 -0.07 2.31
C -1.82 0.82 2.01
C -2.82 0.17 1.06
S -2.06 -0.47 -0.46
C -2.69 -2.17 -0.68
C -2.96 -3.01 0.55
S -1.52 -3.34 1.59
H -2.78 -1.87 3.03
H -1.91 -3.08 3.93
H 0.24 -1.96 3.59
H -0.92 -0.92 4.40
H -1.50 1.79 1.63
H -2.28 1.01 2.98
H -3.56 0.92 0.76
H -3.36 -0.64 1.53
H -1.94 -2.64 -1.31
H -3.60 -2.07 -1.27
H -3.32 -3.97 0.19
H -3.77 -2.61 1.16
S 4.54 4.86 -2.91
C 3.59 3.75 -2.25
S 4.02 2.84 -0.81
C 2.60 1.88 -0.74
C 1.64 2.11 -1.78
S 0.20 1.24 -1.81
S 2.04 3.29 -2.94
S 2.29 0.79 0.48
C 1.49 -1.68 -3.17
C 1.59 -2.34 -1.84
N 1.18 -1.87 -0.66
C 1.51 -2.82 0.29
C 2.10 -3.86 -0.32
N 2.14 -3.56 -1.66
C 2.59 -4.47 -2.72
N 1.52 -4.81 -3.60
N 1.52 -4.30 -4.88
N 0.45 -4.65 -5.46
C -0.32 -5.39 -4.58
C -1.57 -5.99 -4.76
C -2.08 -6.68 -3.68
C -1.38 -6.77 -2.46
C -0.15 -6.19 -2.27
C 0.37 -5.50 -3.37
H 1.61 -0.61 -3.07
H 0.52 -1.88 -3.64
H 2.25 -2.06 -3.85
H 1.30 -2.68 1.33
H 2.49 -4.79 0.07
H 2.98 -5.36 -2.21
H 3.38 -4.02 -3.31
H -2.09 -5.93 -5.70
H -3.04 -7.17 -3.77
H -1.82 -7.34 -1.65
H 0.39 -6.29 -1.34



[9]
45
Properties=species:S:1:pos:R:3 method="wB97M-V/def2-TZVPD" spin_multiplicity=1 e_homo_ha=-0.3855 e_lumo_ev=-5.25 charge=+1 e_above_lowest_kcal_mol=0.0 mol_weight_g_mol=291.42
C 2.02 -1.34 2.70
C 0.68 -0.72 2.69
N 0.34 0.55 2.68
C -1.05 0.60 2.69
C -1.55 -0.68 2.70
C -2.92 -1.26 2.70
N -0.44 -1.50 2.70
H 2.79 -0.57 2.70
H 2.13 -1.98 3.59
H 2.14 -1.98 1.82
H -1.60 1.53 2.68
H -3.67 -0.46 2.70
H -3.10 -1.89 1.82
H -3.09 -1.89 3.59
H -0.44 -2.51 2.71
C 3.59 4.18 8.24
C 3.18 4.13 6.80
C 3.33 2.94 6.07
C 2.92 2.87 4.75
C 2.34 4.00 4.08
C 1.91 3.80 2.74
C 1.41 4.71 1.77
C 1.19 4.20 0.45
C 0.66 4.98 -0.56
C 0.31 6.32 -0.32
C -0.30 7.15 -1.40
C 0.54 6.86 0.96
C 1.08 6.09 1.97
C 2.24 5.20 4.84
C 2.64 5.25 6.17
H 3.41 5.18 8.65
H 3.03 3.46 8.84
H 4.66 3.95 8.37
H 3.76 2.06 6.56
H 3.02 1.94 4.19
H 1.98 2.77 2.40
H 1.45 3.15 0.26
H 0.50 4.56 -1.56
H -0.50 8.16 -1.04
H 0.37 7.23 -2.28
H -1.24 6.72 -1.75
H 0.28 7.90 1.14
H 1.25 6.56 2.93
H 1.84 6.11 4.40
H 2.53 6.18 6.74